Entry 1:
Molecular formula: C50H48BrCl5InN7O4
Method: DFT, ωB97M-V/def2-TZVPD

Element x y z (Å)
C -0.943 -2.043 4.474
N -2.055 2.364 0.136
H 1.956 -1.834 -2.374
C -0.681 1.350 -3.814
C -2.945 2.449 -4.428
C 5.010 -5.187 -0.591
H 3.264 -0.216 -4.401
C -2.857 3.873 -4.916
N -0.702 -1.777 0.304
C 2.006 3.038 -0.014
H 6.759 -4.073 -0.759
C -1.326 1.444 -6.165
H -2.687 3.985 -5.990
H 3.592 2.038 -1.049
H 2.052 3.944 -0.598
H 1.017 -1.832 -3.925
H 0.128 -1.491 -2.456
C -1.647 4.565 -0.356
H -0.668 3.636 -2.648
C 1.437 0.166 -3.127
H -2.110 4.063 3.563
C -2.453 -3.020 -0.784
H -0.087 1.409 1.980
H 0.097 0.724 -7.534
H 5.660 -1.858 -0.488
In 0.811 -1.506 2.004
H -2.111 4.519 -4.394
C 3.636 -5.162 -0.606
C -2.458 -0.625 -0.829
C -4.446 2.995 2.458
H -2.912 0.347 -1.115
H -4.985 3.017 3.449
C -0.098 0.891 -6.531
C 5.709 -4.015 -0.590
C -2.127 4.458 0.884
H 4.395 -0.238 -0.564
H -4.534 3.978 2.012
C 4.644 -4.311 3.425
N 0.315 -0.065 3.833
H -1.511 -1.904 6.768
Cl 3.724 -0.382 3.274
N 2.898 -1.591 -0.068
H -2.745 -3.969 -1.151
C 0.731 1.543 1.326
C 3.434 -4.787 2.933
C -3.012 2.485 2.395
C -0.447 0.128 5.972
Cl 3.215 -6.466 2.818
Cl 5.985 -5.398 3.882
H -5.220 -2.271 -1.318
H 3.069 1.402 -3.686
C 0.273 1.236 5.643
C -0.909 -0.167 7.400
H -0.757 0.264 0.127
C 3.687 -2.751 -0.401
O -0.744 -2.369 3.294
O -1.513 -2.627 5.348
H -1.283 2.470 3.550
H -3.484 0.487 1.526
C 3.410 -0.452 -0.154
C -1.289 -2.960 -0.063
H -2.017 0.519 2.584
C 2.566 -2.574 2.636
C -1.509 3.185 -0.809
H 1.111 0.739 -2.227
H -3.771 4.340 -4.630
C 1.113 -1.311 -2.956
H 1.303 1.717 3.879
H -5.067 2.258 -4.703
H -1.329 5.333 -1.009
C 0.482 0.739 -4.206
H -0.697 -3.859 0.083
C 5.069 -2.814 -0.443
C -2.200 2.976 3.546
H -2.030 1.518 -6.936
H 0.474 2.135 6.171
C 2.895 0.352 -3.467
C 4.749 -2.912 3.587
N 1.542 0.504 1.100
C 0.935 2.805 0.803
C -4.186 1.674 -4.925
H 1.715 -0.043 -5.862
N 0.707 1.112 4.421
Cl 6.044 -2.151 4.362
C -3.018 0.910 2.394
H -4.154 -2.558 -2.780
H -4.110 1.489 -6.000
C -3.092 -1.799 -1.082
O -0.889 0.647 8.299
C 2.583 0.701 0.250
Br 6.024 -6.768 -0.533
C -0.995 2.780 -2.099
C -1.242 -0.638 -0.148
H -2.622 2.707 4.518
C 2.958 -3.941 -0.585
Cl 1.038 -4.613 1.690
H -4.181 0.777 -4.352
N -0.903 1.578 -2.471
O -1.285 -1.427 7.598
C -0.364 -0.695 4.844
C -1.624 1.766 -4.807
H 3.489 -0.011 -2.661
C 0.826 0.547 -5.541
H -3.103 2.540 -3.356
C 2.813 1.954 -0.373
H -3.640 0.477 3.216
C -2.376 3.097 1.144
H 0.216 3.430 1.202
H -4.641 -0.907 -2.329
H 1.860 -3.954 -0.528
H 3.019 -6.050 -0.323
C -4.337 -1.877 -1.927
H -5.088 2.415 1.728
C 3.726 -2.072 3.140
H -2.462 5.243 1.486
C 2.502 -3.908 2.498

LUMO energy = -1.442 eV
Total charge = 0
Maximum force = 4.19 eV Å⁻¹
Highest occupied orbital energy = -6.7 eV
ΔE to the lowest compared entry with this formula, charge and spin = 130.1 kJ/mol
Frontier orbital gap = 5.227 eV
Spin multiplicity = 1

Löwdin population analysis, charges in e, atoms 1 to 4: C -0.60; N 0.13; H 0.08; C -0.20


Entry 2:
Molecular formula: C50H48InO17
Method: DFT, ωB97M-V/def2-TZVPD

Element x y z (Å)
H -1.806 7.267 -1.973
H -4.573 -0.288 -7.849
O 2.070 -7.644 -2.099
C -6.721 -0.008 -5.106
C 1.452 4.269 4.150
H -0.068 0.220 -1.995
H 1.191 5.299 3.943
O -1.649 4.798 -2.763
C -3.861 7.239 -1.453
C 0.665 4.917 10.410
C 2.696 -5.377 -2.114
C 1.269 2.290 5.716
C 5.543 -0.754 -1.003
C 2.019 1.564 4.889
C 0.660 5.718 9.165
H -3.857 3.468 -2.593
In 2.048 2.273 -1.757
H 3.272 -7.949 0.178
H 2.844 6.883 12.232
O 5.135 0.098 -2.051
O -1.155 -0.449 -0.316
C -4.604 1.162 -4.716
C 2.226 6.514 11.423
H 2.199 -5.242 -3.066
H -2.980 1.243 -0.206
H 4.442 -6.088 1.345
C 2.203 3.544 3.321
H -9.483 -1.989 -1.538
C 6.372 -9.588 -3.775
C -2.728 6.703 -1.907
H 6.500 1.689 -1.664
H 7.253 -1.830 -0.238
C 6.492 -10.771 -4.375
C 3.856 -9.869 -3.720
H 7.229 -8.972 -3.534
H 2.279 0.534 5.095
H 5.148 -1.760 -1.258
C 3.322 -4.380 -1.491
C 5.413 1.465 -1.775
H 2.570 1.099 -3.015
C 3.945 -5.952 0.393
H -6.282 1.033 -3.317
O -6.951 -1.084 -7.185
H 5.078 2.037 -2.668
O 4.936 -7.971 -2.854
H 2.895 -9.455 -3.439
O 5.412 -12.672 -5.242
C -0.432 0.591 -1.003
C -4.899 0.020 -6.864
C 1.503 5.401 11.531
O -3.908 1.828 -3.979
C 2.543 2.137 3.628
O 2.879 8.332 10.082
C 5.303 -11.594 -4.694
O -6.141 6.937 -0.953
C 3.977 -11.053 -4.320
H -6.718 0.340 1.948
H 1.494 4.803 12.433
H 3.120 -11.668 -4.561
H 4.058 1.312 0.024
C 7.088 -0.904 -0.841
C 2.646 -6.735 -1.532
C -5.955 0.725 -4.302
C -8.344 -0.184 -1.053
H -5.974 4.471 -1.744
C -4.133 0.755 -6.058
C 5.046 -9.048 -3.402
H 0.876 1.890 6.642
H -2.164 -0.545 -2.146
H 7.453 -11.184 -4.655
H 0.043 5.350 8.354
C -3.919 4.498 -2.266
O -7.656 -2.008 2.531
C 2.221 7.315 10.178
C 3.319 -6.948 -0.231
O 0.245 4.358 6.169
C 4.642 2.074 -0.550
H 3.368 -3.379 -1.902
H -2.750 -1.695 -0.920
C -2.673 5.291 -2.349
H -9.061 -3.102 0.648
O -8.548 0.358 -2.122
H 5.116 -0.506 -0.011
H -3.142 1.084 -6.342
C -7.859 -1.465 1.465
H -1.059 1.486 -1.210
H 7.539 -0.086 -0.241
H -7.712 -0.337 -4.819
H -4.064 -0.089 0.245
C -7.535 0.472 -0.002
C -5.108 6.446 -1.370
H 7.623 -1.064 -1.800
C -8.668 -2.121 0.413
O 3.766 3.140 -0.869
O 0.009 3.901 10.510
H -4.160 0.628 -1.418
H 5.416 2.469 0.162
C -7.308 -0.124 1.168
O 3.222 1.483 2.872
C -6.252 -0.416 -6.450
H 0.963 3.545 -2.387
C -3.479 0.329 -0.598
C 0.929 3.697 5.409
C 3.996 -4.593 -0.190
C -2.351 -0.670 -1.055
H -3.923 8.269 -1.125
C 0.827 1.088 -0.225
H 0.482 1.752 0.601
H 1.394 7.430 8.156
C 1.384 6.832 9.058
H 2.595 3.944 2.393
H -7.141 1.452 -0.237
H 1.412 0.223 0.160
C -8.894 -1.526 -0.757
C -5.051 5.035 -1.811
O 4.568 -3.686 0.376

LUMO energy = -0.481 eV
Total charge = -1
Maximum force = 2.34 eV Å⁻¹
Highest occupied orbital energy = -4.6 eV
Frontier orbital gap = 4.148 eV
Spin multiplicity = 1

Löwdin population analysis, charges in e, atoms 1 to 4: H 0.12; H 0.12; O 0.07; C 0.02


Entry 3:
Molecular formula: C50H49Br2CrN6O5PSTe2
Method: DFT, ωB97M-V/def2-TZVPD

Element x y z (Å)
N -0.495 4.048 -2.448
H 1.164 3.806 1.201
H 3.321 -9.135 -6.933
C -2.147 2.646 3.581
C -5.985 -2.971 0.976
H -4.308 -0.770 -1.248
C -3.784 0.110 -1.599
H 3.277 -10.148 -5.475
O -1.612 -0.914 -1.269
N -0.696 2.679 3.757
H 3.925 -0.889 4.620
H 3.619 -3.243 -3.383
C 4.488 2.402 0.979
C -0.814 -3.914 3.758
C 4.338 3.880 -0.892
C -1.003 -2.200 5.934
C 2.899 -6.537 -3.068
H 3.855 4.200 -1.805
H -0.658 4.716 4.170
H 3.908 -1.366 0.307
C -5.622 -1.651 1.195
C -1.733 1.273 -2.122
C 0.796 6.189 -2.844
H 0.759 -5.149 -0.842
H -1.381 -0.654 4.505
H -2.590 3.314 4.324
C 2.607 2.084 -0.666
C -0.665 -4.406 5.046
C -0.754 -3.549 6.135
C -3.675 -3.629 1.130
C 2.738 -9.397 -6.049
C 5.456 4.517 -0.393
C -2.408 0.134 -1.663
H -2.632 1.139 1.455
N -0.598 4.480 2.109
H -4.373 3.297 -2.634
H 1.424 -7.357 -1.749
C -3.308 -2.305 1.356
O 1.933 2.610 -1.567
C 0.083 3.720 1.065
H 1.052 1.734 3.074
N -2.601 3.076 2.260
C -1.780 3.701 -2.803
C 1.377 -1.692 -1.116
H -0.464 -5.459 5.198
C -1.623 6.936 -4.150
C 0.647 7.427 -3.436
H 6.916 4.552 1.183
Br -6.367 1.239 -1.872
C 2.492 -8.136 -5.259
C -1.074 -2.562 3.554
H -0.709 -4.579 2.911
H -0.344 0.681 3.207
C -0.028 1.686 2.921
H 4.870 -0.783 1.694
C 3.844 2.792 -0.189
Cr 0.625 0.029 -0.356
H 4.588 -2.535 1.472
H -5.288 -4.993 0.776
C -2.207 2.120 1.228
C -3.827 2.402 -2.373
C -2.430 2.433 -2.436
H -2.508 1.631 3.766
Br 6.193 6.007 -1.289
H -2.338 4.701 0.970
O 2.378 0.969 -0.092
C -0.546 7.795 -4.082
H -1.076 -1.527 6.779
Te 2.371 -1.408 2.471
H 0.184 3.548 -1.882
O -0.379 1.143 -2.128
H -0.629 -3.934 7.139
H -4.020 -0.284 1.568
C 4.170 -1.540 1.349
C -0.223 4.025 3.445
H 4.302 -5.451 -4.269
C 3.141 -4.147 -3.029
N 5.561 3.023 1.462
H 2.491 -1.820 5.118
H -6.375 -0.873 1.215
C -4.477 1.255 -1.970
C 1.527 -5.219 -1.603
H -7.025 -3.230 0.826
N -2.399 4.642 -3.461
C -1.166 -1.706 4.646
C 3.279 -1.728 4.373
H -2.918 -4.402 1.083
H 1.780 -9.795 -6.380
H 1.467 8.132 -3.401
C -2.052 4.403 1.980
C 3.521 -5.380 -3.524
Te -1.255 -1.841 1.578
H -2.015 -1.995 -2.993
C 6.037 4.061 0.782
H 4.105 1.559 1.542
C 1.902 -6.453 -2.104
H -1.038 -2.803 -1.741
H 3.850 -2.652 4.332
H -0.154 4.153 0.093
H 0.119 1.840 -2.573
C 2.135 -4.049 -2.063
P -0.367 1.911 1.109
O 1.791 -7.240 -5.637
H -2.545 7.215 -4.643
H 0.864 4.055 3.542
H -2.806 -2.612 -1.507
C 1.726 -2.776 -1.551
S 3.380 -8.117 -3.703
H -2.491 5.109 2.688
C -4.286 -1.319 1.391
H -2.609 2.436 0.261
C -5.011 -3.961 0.950
C -1.898 -2.167 -1.923
C -1.492 5.682 -3.553
C -0.295 5.329 -2.922
H -0.616 8.775 -4.534
H 1.712 5.906 -2.342

LUMO energy (spin up / spin down) = 0.031 / 0.016 eV
Total charge = 0
Maximum force = 0.43 eV Å⁻¹
Highest occupied orbital energy (spin up / spin down) = -7.6 / -7.6 eV
ΔE to the lowest compared entry with this formula, charge and spin = 0.0 kJ/mol
Frontier orbital gap (spin up / spin down) = 7.625 / 7.633 eV
Spin multiplicity = 5

Löwdin population analysis, charges in e, atoms 1 to 4: N 0.16; H 0.10; H 0.09; C -0.18


Entry 4:
Molecular formula: C50H49FN3O2SiV
Method: DFT, ωB97M-V/def2-TZVPD

Element x y z (Å)
H 9.121 11.655 8.503
H 14.286 8.234 13.382
C 10.244 8.998 14.452
H 9.558 13.881 9.711
H 9.379 13.806 14.483
H 14.405 16.025 10.544
H 16.071 15.662 14.510
Si 15.571 10.945 12.207
H 10.029 9.571 11.746
C 9.428 13.450 15.515
C 11.955 13.758 15.457
C 15.281 16.023 12.560
C 10.649 10.891 7.128
H 14.845 15.554 18.629
C 12.351 11.126 9.359
H 10.019 17.048 14.647
C 10.993 15.357 13.669
C 15.006 12.465 17.344
C 11.401 6.511 13.841
H 15.906 8.847 10.881
H 15.201 9.968 14.450
C 9.096 10.131 11.532
C 16.120 10.148 13.858
C 9.136 11.444 11.083
H 9.205 10.830 13.816
H 7.935 13.067 10.358
H 15.698 17.010 12.452
C 10.715 12.919 17.487
C 10.162 14.589 11.671
H 7.327 13.333 15.616
C 12.176 7.669 13.637
H 9.590 12.316 19.175
C 7.918 12.078 10.840
C 15.217 13.913 13.659
H 8.581 10.111 15.291
C 11.995 15.133 14.762
H 5.790 12.009 10.735
C 11.973 10.430 7.048
N 12.272 10.094 13.624
C 6.630 10.104 11.436
C 9.494 7.808 14.568
C 14.502 13.337 12.606
H 16.814 10.793 14.397
H 9.463 5.646 14.288
H 7.888 8.448 12.040
C 15.333 13.510 18.155
C 13.137 13.626 16.440
C 9.069 16.408 12.802
N 14.154 11.955 12.576
O 12.156 12.765 14.480
H 8.475 7.813 14.945
C 10.055 6.578 14.247
C 9.111 15.507 11.732
C 12.815 10.599 8.173
C 11.569 8.918 13.960
C 10.187 11.357 8.361
H 11.642 12.791 18.012
V 12.426 11.643 13.128
H 12.405 9.996 6.162
H 16.237 13.527 18.754
O 11.380 11.933 11.753
H 13.834 10.272 8.032
C 9.523 10.285 14.735
C 14.543 14.658 18.091
C 13.482 14.707 17.216
H 13.718 11.639 15.865
H 10.071 10.971 15.350
N 11.118 14.568 12.582
H 16.581 9.179 13.655
H 17.613 11.449 10.965
H 13.037 11.296 10.150
C 6.697 11.429 10.989
H 12.911 15.605 17.123
H 8.411 15.666 10.919
H 11.763 5.519 13.626
C 10.320 13.687 10.472
H 15.475 13.249 14.491
C 13.557 7.516 13.031
C 8.308 12.783 17.553
H 16.350 12.634 10.660
F 13.588 13.675 10.424
H 9.993 10.901 6.244
C 15.132 9.642 10.980
C 14.212 14.159 11.514
C 13.888 12.492 16.540
H 13.480 7.587 11.978
C 10.005 16.343 13.799
C 8.270 13.164 16.197
H 11.795 15.915 15.467
C 10.478 12.123 10.739
H 12.975 15.248 14.328
C 10.661 13.447 16.177
H 8.295 17.184 12.796
C 15.602 15.245 13.660
C 14.623 15.461 11.481
H 5.691 9.581 11.577
C 16.849 12.086 11.428
H 17.348 12.766 12.098
H 14.159 9.215 11.199
H 14.991 10.067 9.987
C 9.538 12.618 18.158
C 10.992 11.452 9.483
H 13.966 6.534 13.210
H 11.318 13.962 10.067
H 15.663 11.557 17.306
C 7.863 9.495 11.720
H 7.376 12.595 18.064

LUMO energy (spin up / spin down) = 0.360 / 0.362 eV
Total charge = 0
Maximum force = 2.35 eV Å⁻¹
Highest occupied orbital energy (spin up / spin down) = -7.9 / -7.9 eV
ΔE to the lowest compared entry with this formula, charge and spin = 0.0 kJ/mol
Frontier orbital gap (spin up / spin down) = 8.285 / 8.287 eV
Spin multiplicity = 1

Löwdin population analysis, charges in e, atoms 1 to 4: H 0.13; H 0.04; C -0.20; H 0.11